P:
C6H6N2 | ωB97M-V/def2-TZVPD

The geometry in ORCA input format:
```
! wB97M-V def2-TZVPD RIJCOSX def2/J DEFGRID3
* xyz 0 1
C 0.89 0.21 0.44
H -2.33 0.24 0.65
C -0.32 -0.29 0.12
C -0.62 -0.80 -1.15
H 2.05 1.81 -0.02
H 1.68 -0.02 2.22
H -1.67 -1.13 1.56
N 1.67 0.56 1.38
H -1.19 -1.68 -3.15
C -0.93 -1.26 -2.22
C -1.43 -0.15 1.13
N 1.73 0.81 -2.00
C 1.62 1.17 -0.89
H -1.15 0.52 1.94
*
```

Calculated values
E_HOMO (alpha / beta) = -8.426 / -8.402 eV
orbital gap (alpha / beta) = 0.2598 / 0.2683 hartree
LUMO level (alpha / beta) = -1.36 / -1.10 eV


Q:
C6H6N2 | ωB97M-V/def2-TZVPD

The geometry in ORCA input format:
```
! wB97M-V def2-TZVPD RIJCOSX def2/J DEFGRID3
* xyz 0 1
N 1.84 -0.71 -0.01
H 2.22 1.24 1.08
H -0.60 -2.43 -0.38
C -1.08 1.37 -0.02
C 0.23 0.65 -0.31
C -1.94 -0.73 -0.07
H -2.91 -1.34 -0.13
H 2.32 1.12 -1.04
C -0.73 -1.34 0.04
N -2.10 0.62 0.05
C 0.37 -0.65 -0.27
C 1.86 0.74 -0.09
H 2.02 -0.98 1.06
H -1.50 2.45 0.08
*
```

Calculated values
E_HOMO = -9.134 eV
orbital gap = 0.3529 hartree
LUMO level = 0.47 eV


Last place for stability: P